This record from the Open Molecules 2025 dataset describes a 2-piece molecular cluster, C4H10OS2 overall at a distorted geometry. The level of theory is ωB97M-V/def2-TZVPD.

Element x y z (Å)
1 H -0.540 2.495 -0.065
2 C -0.371 1.193 -1.746
3 S -1.233 0.306 0.747
4 H 0.083 -0.178 -3.249
5 H 0.127 2.047 -2.243
6 H -0.853 -2.072 0.877
7 H 1.249 -0.214 -1.895
8 C -0.274 1.437 -0.254
9 H 0.491 -0.530 4.475
10 H -1.441 1.216 -2.030
11 S -0.696 -1.641 -1.503
12 C -0.478 -1.222 0.275
13 O 0.897 -1.148 3.826
14 C 0.173 -0.149 -2.146
15 H 0.603 -1.109 0.488
16 H 1.492 -1.718 4.365
17 H 0.771 1.288 0.078

orbital gap	8.9	eV
lowest unoccupied orbital energy	0.025	Ha
energy relative to the best compared isomer or geometry (same formula, charge and spin)	56.1	kJ/mol

=====

This record from the Open Molecules 2025 dataset describes C63H74BGaGeN10PS as an isolated structure. The level of theory is ωB97M-V/def2-TZVPD.

Element x y z (Å)
1 C 0.992 3.218 -0.342
2 H -0.198 -3.318 -1.969
3 H 1.590 -5.649 3.294
4 C 3.880 2.989 2.017
5 H 4.023 0.024 0.385
6 H 3.196 3.794 2.255
7 H 0.640 5.899 -3.126
8 H -3.420 3.646 3.098
9 N 1.500 -3.953 1.385
10 H -3.871 -3.136 -2.951
11 N 0.565 -0.694 -5.344
12 H 1.025 2.456 5.862
13 H 2.050 -1.915 3.758
14 C 1.726 -5.199 4.263
15 H -4.332 -1.372 1.318
16 B -1.754 -0.113 -0.317
17 H -6.379 2.027 -2.386
18 C -3.588 4.752 -2.103
19 H 4.285 1.761 -6.118
20 P 3.110 -0.730 -4.299
21 C 1.577 -2.844 2.113
22 C -0.735 1.237 2.666
23 H 5.988 -3.694 -3.519
24 C 3.714 2.446 -2.060
25 C -3.647 -0.730 0.794
26 C -3.962 3.585 -2.741
27 C -3.003 2.271 -0.956
28 C -3.630 3.757 2.033
29 C -3.032 4.679 -0.845
30 H -0.490 3.702 -3.360
31 H 2.143 4.721 0.696
32 H -1.283 -3.100 -3.354
33 C 3.445 1.888 1.275
34 H -0.266 2.021 -1.608
35 C 3.438 -2.497 -0.826
36 N 4.335 -2.659 -2.799
37 C -2.745 3.456 -0.249
38 C 5.186 -3.074 -3.909
39 H -1.395 1.938 5.908
40 C 5.188 3.051 2.478
41 Ge 1.530 1.732 0.865
42 H -0.415 -1.219 3.915
43 C -4.582 1.239 -4.299
44 H -2.017 2.482 1.488
45 H -1.257 -2.452 4.881
46 C -1.897 -5.121 1.903
47 H 4.620 -3.652 -4.637
48 C -3.666 -2.985 -1.889
49 H -1.195 0.807 1.785
50 C -5.859 1.088 -2.189
51 C 1.928 -3.833 4.433
52 H -1.634 5.243 2.268
53 H -2.058 -4.195 3.818
54 C -2.428 -1.619 3.247
55 H -4.672 1.165 0.570
56 C 0.520 2.138 4.959
57 H -3.792 -2.703 4.550
58 N -2.388 -1.204 0.395
59 H 1.066 -3.867 0.479
60 H -1.662 -0.746 5.062
61 H -3.981 4.774 1.854
62 C 6.075 2.024 2.193
63 C -2.155 -2.743 2.248
64 H -2.341 -4.643 -1.848
65 C -1.935 -4.916 0.534
66 H 2.296 -2.271 5.859
67 H -2.505 1.086 3.867
68 H -4.081 -0.961 4.487
69 H 5.529 0.701 -5.434
70 H 1.475 -4.862 1.807
71 C 4.413 -3.132 -1.527
72 H -4.464 -3.464 -1.320
73 C 2.127 -3.334 5.719
74 H -1.443 0.669 -3.197
75 C 5.016 1.653 -5.318
76 H 0.139 -1.415 -7.249
77 H -5.454 1.837 -4.569
78 H 2.283 2.302 3.766
79 C -1.372 -1.513 4.342
80 C -0.678 -0.225 -5.074
81 H 1.526 -7.096 5.221
82 C -1.173 -2.929 -2.280
83 C 4.352 0.876 0.972
84 H -2.843 5.590 -0.291
85 H -5.840 0.931 -1.113
86 C 1.577 4.477 -0.194
87 N 3.099 1.245 -2.275
88 C 1.443 5.437 -1.187
89 N -2.723 0.980 -0.329
90 H -0.409 4.004 2.032
91 C -4.441 1.148 -2.781
92 H -1.186 -1.857 -2.100
93 C -1.456 1.358 3.843
94 C 1.002 -1.283 -6.604
95 C -3.806 -1.833 3.892
96 C 1.309 -0.542 -4.235
97 H -6.427 0.274 -2.643
98 H 1.461 -2.253 -6.428
99 C 2.101 -4.176 6.814
100 H -1.894 -5.769 -0.134
101 C -2.023 -4.034 2.748
102 C 1.231 2.052 3.769
103 H -4.499 3.648 -3.678
104 H 3.219 -2.595 0.210
105 H -4.442 3.078 1.765
106 H -0.893 5.023 0.685
107 H 6.360 0.151 1.188
108 H -3.921 0.227 -2.510
109 H -1.450 -0.239 -5.814
110 N 4.373 1.736 -4.014
111 C -0.832 1.829 4.990
112 N 1.919 -2.851 3.402
113 C 3.327 -1.756 -2.836
114 H 2.250 -3.768 7.804
115 H 5.745 2.454 -5.400
116 C -3.827 0.522 0.396
117 C -1.263 4.497 1.565
118 C 0.242 2.971 -1.484
119 C 1.877 -5.535 6.646
120 C -2.360 3.470 1.212
121 H -3.694 -1.916 -1.683
122 C -2.310 -3.601 -1.522
123 C 0.099 3.927 -2.479
124 H -1.822 -6.126 2.303
125 H 1.847 -6.195 7.501
126 N 2.749 -1.637 -1.645
127 C 3.516 0.836 -3.465
128 H -4.728 0.244 -4.721
129 C -2.146 -2.541 0.856
130 C 1.695 -6.038 5.369
131 S 1.333 -1.319 1.350
132 C 0.594 1.645 2.597
133 C -0.661 0.214 -3.779
134 H 5.146 -3.859 -1.225
135 H 1.919 6.401 -1.064
136 C 0.720 5.159 -2.340
137 H -3.800 5.712 -2.555
138 C -3.717 2.338 -2.174
139 H -3.716 1.696 -4.759
140 H 5.506 3.897 3.074
141 H 7.090 2.065 2.565
142 H 5.123 3.618 -3.329
143 H -2.443 -0.669 2.716
144 C 5.662 0.945 1.424
145 H 3.572 3.009 -1.158
146 Ga 1.060 -0.065 -1.076
147 C 4.501 2.763 -3.128
148 H -4.585 -1.995 3.146
149 H 5.620 -2.208 -4.403
150 N 0.581 0.010 -3.259
151 H 1.723 -0.637 -7.101
152 C -2.089 -3.642 -0.017

orbital gap (spin up / spin down)	7.1 / 5.9	eV
lowest unoccupied orbital energy (spin up / spin down)	-0.180 / -0.233	Ha
energy relative to the best compared isomer or geometry (same formula, charge and spin)	8.5	kJ/mol
spin multiplicity	2
net charge	+2

=====

This record from the Open Molecules 2025 dataset describes C28H31BrF4IrN5O4PS as an isolated structure. The level of theory is ωB97M-V/def2-TZVPD.

Element x y z (Å)
1 H -0.323 -2.985 -1.187
2 H -8.122 1.168 6.180
3 F 6.245 3.466 -2.755
4 H 3.377 -0.108 3.085
5 C 4.369 2.143 -2.295
6 H -3.946 -0.964 4.272
7 C 2.868 4.389 -2.032
8 C -3.010 0.777 3.340
9 H 2.042 0.562 1.122
10 H -7.240 -0.739 4.805
11 Br 0.431 3.109 -1.505
12 P 2.385 0.213 -1.675
13 H -2.453 2.610 0.906
14 H -1.512 -3.308 -3.349
15 H -1.024 0.821 -3.750
16 H -3.322 1.722 2.901
17 C -1.188 -0.875 2.593
18 H -6.930 0.779 7.500
19 F 2.135 5.440 -1.909
20 O -6.125 1.757 3.958
21 C -4.237 -0.090 3.693
22 N -1.008 -1.582 3.843
23 C -2.674 1.646 0.442
24 C -1.917 0.546 1.093
25 F 5.152 1.132 -2.467
26 N -1.296 0.087 -3.100
27 C -7.509 0.406 6.658
28 N -0.221 -2.324 -1.952
29 C 4.229 4.563 -2.329
30 H -8.232 -0.329 7.083
31 C 3.006 1.940 -1.975
32 H -3.751 1.486 0.491
33 H 2.570 1.073 -4.488
34 C 2.984 -2.044 -3.164
35 Ir 0.130 -0.136 -1.406
36 H 3.033 -2.569 -2.216
37 C 4.582 -1.071 -0.471
38 C 2.778 -0.658 -3.201
39 H 3.312 -2.630 -6.483
40 C 2.258 3.085 -1.862
41 C 5.317 -1.446 0.642
42 N -2.111 0.132 2.367
43 H 5.461 -1.396 2.782
44 H -2.200 -1.248 -4.504
45 C 4.881 -1.101 1.918
46 C -6.764 -0.437 5.736
47 N -0.944 -0.163 0.517
48 H 3.361 -3.812 -4.313
49 C 4.988 3.427 -2.468
50 C -1.347 -1.221 -3.826
51 H 0.585 -2.638 -2.490
52 C 2.932 -0.709 -5.608
53 H -0.437 -1.301 -4.425
54 C 2.957 -0.007 0.986
55 O -4.529 1.354 5.892
56 H 0.322 -1.753 1.284
57 H -6.008 -1.111 6.137
58 H -2.309 -2.249 -2.191
59 H -4.846 -0.360 2.831
60 H -2.388 1.701 -0.606
61 H 4.938 -1.337 -1.457
62 H 6.232 -2.007 0.513
63 C 2.741 0.003 -4.431
64 C 3.173 -2.746 -4.344
65 H -2.237 0.336 -2.799
66 C -1.426 -2.355 -2.824
67 F 4.720 5.755 -2.468
68 H 2.923 -0.192 -6.558
69 O -1.777 -1.310 4.746
70 C 3.395 -0.351 -0.300
71 O -0.088 -2.355 3.878
72 S -5.295 0.923 4.767
73 C -0.481 -1.056 1.458
74 C 3.149 -2.080 -5.565
75 H -2.441 0.983 4.243
76 C 3.705 -0.379 2.090

orbital gap (spin up / spin down)	8.0 / 4.7	eV
lowest unoccupied orbital energy (spin up / spin down)	-0.385 / -0.525	Ha
spin multiplicity	6
net charge	+4

=====

This record from the Open Molecules 2025 dataset describes a 3-piece molecular cluster, H5N4O overall at a distorted geometry. The level of theory is ωB97M-V/def2-TZVPD.

Element x y z (Å)
1 N -1.172 -1.225 0.412
2 H 0.470 1.693 -0.339
3 H -2.056 -1.057 0.030
4 N 1.212 1.212 0.330
5 H 1.099 -1.348 -0.726
6 N -0.593 -0.118 0.248
7 N 0.672 -0.135 0.450
8 O -1.154 0.945 -0.184
9 H 0.801 1.818 1.162
10 H 0.721 -1.784 -1.382

orbital gap	8.3	eV
lowest unoccupied orbital energy	0.181	Ha
energy relative to the best compared isomer or geometry (same formula, charge and spin)	204.5	kJ/mol
net charge	-1

=====

This record from the Open Molecules 2025 dataset describes C17H34AuN2OP2 as an isolated structure at a distorted geometry. The level of theory is ωB97M-V/def2-TZVPD.

Element x y z (Å)
1 H 1.571 2.728 -4.461
2 C -1.314 3.150 -3.182
3 Au -0.374 0.009 -2.793
4 H 0.778 -0.064 -4.432
5 H 1.195 2.438 -0.319
6 C 0.345 2.938 -0.819
7 H 1.786 -2.631 -4.351
8 H 1.836 1.283 1.729
9 C 2.511 -1.844 3.962
10 C -2.157 0.484 1.309
11 H 1.607 -4.084 -3.326
12 C 3.582 -1.108 3.425
13 H -2.151 2.940 -2.504
14 C 1.667 -2.984 -3.318
15 H 2.555 -2.688 -2.738
16 C -0.764 0.117 1.152
17 H 0.374 -4.048 -0.918
18 C 2.061 0.416 2.347
19 C -1.111 0.392 4.770
20 N -0.299 -0.007 2.466
21 C -3.617 1.053 3.320
22 P 0.146 -2.293 -2.579
23 C 1.574 3.035 -3.408
24 H -1.335 -2.681 -4.417
25 N -1.284 0.254 3.342
26 C 1.209 -1.458 3.673
27 H 1.288 0.096 -3.741
28 H 0.917 -2.449 -0.259
29 O -0.060 -0.073 0.159
30 H -0.985 1.442 5.064
31 H 1.517 4.132 -3.360
32 H -0.579 2.738 -0.248
33 C 0.155 -2.964 -0.871
34 C -1.224 -3.121 -3.419
35 P 0.152 2.309 -2.532
36 H -2.012 0.003 5.246
37 H 2.668 -2.722 4.597
38 H -4.028 0.257 3.963
39 H -1.111 4.225 -3.238
40 H -2.132 -2.937 -2.835
41 H 2.521 2.717 -2.950
42 H -4.346 1.270 2.529
43 H -3.427 1.979 3.891
44 H -0.838 -2.797 -0.420
45 H -1.536 2.740 -4.175
46 C 1.011 -0.344 2.854
47 H -0.259 -0.179 5.117
48 C -2.388 0.601 2.658
49 H 4.191 0.632 2.280
50 H 4.595 -1.422 3.659
51 H 0.335 -2.004 4.040
52 H -2.853 0.686 0.527
53 H -1.011 -4.193 -3.490
54 H -2.384 0.357 -2.368
55 H -2.455 -0.397 -2.390
56 H 0.528 4.028 -0.868
57 C 3.357 0.042 2.652

orbital gap (spin up / spin down)	5.6 / 5.6	eV
lowest unoccupied orbital energy (spin up / spin down)	-0.060 / -0.182	Ha
spin multiplicity	3
net charge	+1

=====

| no. | electronic energy (eV) |
| --- | --- |
| 1 | -28028.010 |
| 2 | -211115.122 |
| 3 | -149007.850 |
| 4 | -8084.438 |
| 5 | -45467.612 |